[1]
Entry from the Open Molecules 2025 dataset: a structure of composition C3H16FeO6 (ωB97M-V/def2-TZVPD).

- relative energy (zero: lowest compared OMol25 entry of this formula, charge and spin) (eV) = 1.786
- frontier orbital gap (alpha / beta) (eV) = 8.190 / 6.100
- expectation value of S² = 8.7690
- highest occupied orbital energy (alpha / beta) (eV) = -11.83 / -11.59

Geometry as ORCA input:
```
! RIJCOSX wB97M-V def2-TZVPD def2/J DEFGRID3
* xyz 1 6
Fe 0.8246 0.4121 -0.4825
C -2.1908 -1.0499 2.1653
C -1.0545 -1.8141 1.4890
O 0.1593 -1.0611 1.0774
H -2.5576 -0.2152 1.5680
H -1.9606 -0.7178 3.1777
H -3.0354 -1.7185 2.3318
H -1.5211 -2.4246 0.7159
H -0.7033 -2.5545 2.2078
C -2.3899 0.8321 -1.5478
O -1.0017 0.9679 -1.4099
H -2.8984 1.7109 -1.1513
H -2.6450 0.7301 -2.6026
H -2.8019 -0.1080 -1.1810
O 1.0749 2.1630 0.7106
H 1.7936 2.7951 0.6974
H 0.6660 2.2824 1.5678
O 1.2231 -1.2202 -1.7058
H 1.8296 -1.1986 -2.4459
H 1.2564 -2.1247 -1.3945
O 2.8023 -0.2138 0.4887
H 3.4185 0.4046 0.8812
H 2.5003 -0.7498 1.2220
O 2.1468 1.3565 -2.0046
H 3.0819 1.4038 -1.8058
H 1.9829 2.1122 -2.5689
*
```

Atomic partial charges in e from the natural (NBO) method, atoms 1 to 6:
1. Fe 1.723
2. C -0.635
3. C -0.056
4. O -0.997
5. H 0.193
6. H 0.208

***

[2]
Entry from the Open Molecules 2025 dataset: the ion C5H7N with charge -1 (ωB97M-V/def2-TZVPD).

- relative energy (zero: lowest compared OMol25 entry of this formula, charge and spin) (eV) = 4.350
- frontier orbital gap (alpha / beta) (eV) = 6.165 / 6.261
- expectation value of S² = 0.7580
- highest occupied orbital energy (alpha / beta) (eV) = -1.51 / -1.65

Geometry as ORCA input:
```
! RIJCOSX wB97M-V def2-TZVPD def2/J DEFGRID3
* xyz -1 2
C 0.8928 -0.9360 1.2518
C -0.2590 -1.1060 0.4478
N -1.0933 0.2094 -1.4440
C -0.2332 0.3861 -0.3814
C 0.9297 -0.5911 -0.3978
C -0.0435 1.5152 0.6936
H 1.4556 -1.7348 1.7369
H -1.0593 -1.5993 -0.0887
H -1.2574 0.9257 -2.1409
H 1.1822 -1.0457 -1.3524
H -0.5887 1.1255 1.5515
H -0.3859 2.5268 0.4853
H 1.0183 1.7048 0.8530
*
```

Atomic partial charges in e from the natural (NBO) method, atoms 1 to 6:
1. C -0.374
2. C -0.341
3. N -1.038
4. C 0.195
5. C -0.313
6. C -0.654

***

[3]
Entry from the Open Molecules 2025 dataset: an isolated molecule of C3H9N (ωB97M-V/def2-TZVPD).

- relative energy (zero: lowest compared OMol25 entry of this formula, charge and spin) (eV) = 0.371
- frontier orbital gap (eV) = 10.674
- SMILES = CC(C)N
- highest occupied orbital energy (eV) = -9.49

Geometry as ORCA input:
```
! RIJCOSX wB97M-V def2-TZVPD def2/J DEFGRID3
* xyz 0 1
C 0.8865 -1.1842 0.0029
C -0.1216 -0.0491 -0.3876
C 0.4970 1.3444 -0.1402
N -1.3692 -0.0391 0.3703
H 0.3511 -2.1135 -0.0741
H 1.1067 -1.0790 1.1064
H 1.7812 -1.1511 -0.5861
H -0.4273 -0.1629 -1.4442
H -0.2962 2.1059 -0.3078
H 1.2884 1.4968 -0.8473
H 1.0581 1.3437 0.9026
H -1.1709 0.2046 1.3265
H -1.6787 -1.0375 0.4818
*
```

Atomic partial charges in e from the natural (NBO) method, atoms 1 to 6:
1. C -0.624
2. C -0.046
3. C -0.619
4. N -0.820
5. H 0.203
6. H 0.196

***

[4]
Entry from the Open Molecules 2025 dataset: an isolated molecule of C3H3NOS2 (ωB97M-V/def2-TZVPD).

- relative energy (zero: lowest compared OMol25 entry of this formula, charge and spin) (eV) = 2.248
- frontier orbital gap (eV) = 9.024
- SMILES = Sc1cnc(S)o1
- highest occupied orbital energy (eV) = -8.62

Geometry as ORCA input:
```
! RIJCOSX wB97M-V def2-TZVPD def2/J DEFGRID3
* xyz 0 1
S 0.7082 -2.6212 -0.2340
C -0.1566 -1.0405 0.3632
C -0.8210 -0.3693 1.3881
N -0.7827 1.0406 1.1480
C -0.1496 1.1690 0.0209
S -0.0861 2.4852 -1.1160
O 0.4133 -0.0122 -0.4442
H 1.1795 -1.8048 -1.3783
H -1.4031 -0.9353 2.0576
H 1.0981 2.0885 -1.8053
*
```

Atomic partial charges in e from the natural (NBO) method, atoms 1 to 6:
1. S -0.018
2. C 0.133
3. C -0.138
4. N -0.452
5. C 0.330
6. S 0.060

***

[5]
Entry from the Open Molecules 2025 dataset: a structure of composition C44H47As2MgN7O3PS2 (ωB97M-V/def2-TZVPD).

- relative energy (zero: lowest compared OMol25 entry of this formula, charge and spin) (eV) = 0.000
- frontier orbital gap (eV) = 8.173
- highest occupied orbital energy (eV) = -10.05

Geometry as ORCA input:
```
! RIJCOSX wB97M-V def2-TZVPD def2/J DEFGRID3
* xyz 1 1
Mg -0.5259 1.4616 0.3239
C 0.2611 -1.8544 0.4771
C -1.1003 -2.4380 0.8637
As -2.6335 -1.4349 0.1240
C -4.0365 -2.4527 0.9981
C -5.1326 -2.9527 0.3033
C -6.1447 -3.6233 0.9791
C -6.0734 -3.7949 2.3545
C -4.9916 -3.2812 3.0574
C -3.9832 -2.6073 2.3826
C -2.7223 -2.1753 -1.6708
C -2.7456 -3.5426 -1.9312
C -2.7419 -4.0048 -3.2400
C -2.7124 -3.1041 -4.2995
C -2.7054 -1.7388 -4.0471
C -2.7118 -1.2799 -2.7356
As 0.7890 -2.3645 -1.3673
C 2.5969 -1.6135 -1.4242
C 2.9740 -0.4829 -0.7051
C 4.2543 0.0504 -0.8446
C 5.1617 -0.5346 -1.7154
C 4.7866 -1.6579 -2.4477
C 3.5157 -2.1912 -2.3038
C 1.3000 -4.1947 -0.9076
C 0.7450 -5.2445 -1.6293
C 1.0951 -6.5613 -1.3457
C 2.0048 -6.8330 -0.3363
C 2.5692 -5.7876 0.3892
C 2.2201 -4.4757 0.1031
H 1.0381 -2.1864 1.1603
H 0.2104 -0.7773 0.6078
H -1.2125 -2.3625 1.9458
H -1.1869 -3.4924 0.5994
H -5.2015 -2.8282 -0.7700
H -6.9898 -4.0148 0.4264
H -6.8592 -4.3245 2.8775
H -4.9329 -3.4047 4.1317
H -3.1521 -2.2009 2.9476
H -2.7709 -4.2538 -1.1127
H -2.7649 -5.0706 -3.4352
H -2.7076 -3.4677 -5.3196
H -2.7018 -1.0363 -4.8725
H -2.7003 -0.2131 -2.5301
H 2.2834 -0.0185 -0.0099
H 4.5392 0.9165 -0.2576
H 6.1602 -0.1280 -1.8197
H 5.4913 -2.1220 -3.1263
H 3.2399 -3.0716 -2.8738
H 0.0365 -5.0330 -2.4202
H 0.6587 -7.3719 -1.9158
H 2.2838 -7.8561 -0.1188
H 3.2864 -5.9970 1.1734
H 2.6842 -3.6670 0.6584
N -4.1563 3.3326 0.7505
C -4.3286 3.5248 -0.6034
C -3.3619 2.7810 -1.2032
N -2.6024 2.1406 -0.2529
C -3.1083 2.5005 0.9070
C -2.5747 1.9228 2.1415
N -1.6413 0.9907 2.0762
C -1.4100 0.5999 3.3836
C -2.2188 1.3008 4.2159
N -2.9622 2.1352 3.4081
H -4.7018 3.7672 1.4745
H -5.1067 4.1522 -1.0015
H -3.1908 2.6432 -2.2575
H -0.6795 -0.1540 3.6259
H -2.3305 1.2885 5.2862
H -3.5849 2.8528 3.7369
N 4.8924 7.4893 1.0945
C 3.8720 6.5854 1.2340
C 3.5682 6.0383 2.4889
C 2.5388 5.1336 2.6321
C 1.7876 4.7455 1.5225
C 2.0426 5.3295 0.2832
C 3.0672 6.2407 0.1396
S 0.5465 3.5322 1.6650
O -0.1994 3.5349 0.3816
O -0.2139 3.8311 2.8538
N 1.1244 2.0503 1.6285
C 1.6580 1.4199 2.7544
S 2.1586 2.1799 4.2387
C 2.5935 0.6517 4.8736
C 2.3373 -0.3048 3.9548
N 1.8010 0.1289 2.7635
H 5.5566 7.5978 1.8389
H 5.2135 7.7324 0.1755
H 4.1377 6.3457 3.3587
H 2.2882 4.7695 3.6195
H 1.3945 5.1095 -0.5555
H 3.2448 6.7071 -0.8226
H 3.0102 0.5503 5.8628
H 2.5194 -1.3619 4.0939
C 2.2617 2.4120 -2.2314
P 0.8350 1.4281 -2.6387
C -0.2627 2.4806 -3.5747
C 1.3751 0.1346 -3.7277
O 0.1287 0.8838 -1.4062
H 2.8241 2.6546 -3.1338
H 2.8954 1.8537 -1.5396
H 1.9257 3.3300 -1.7452
H 0.2599 2.9222 -4.4243
H -0.6232 3.2763 -2.9188
H -1.1101 1.8956 -3.9362
H 1.6977 0.5757 -4.6739
H 0.5582 -0.5677 -3.9000
H 2.2096 -0.3989 -3.2682
*
```

Atomic partial charges in e from the Löwdin method, atoms 1 to 6:
1. Mg 0.521
2. C -0.439
3. C -0.417
4. As 1.323
5. C -0.401
6. C -0.113

***

[6]
Entry from the Open Molecules 2025 dataset: a cluster of 2 separate species, C2H4NO4 in total (ωB97M-V/def2-TZVPD).

- relative energy (zero: lowest compared OMol25 entry of this formula, charge and spin) (eV) = 1.006
- frontier orbital gap (alpha / beta) (eV) = 11.421 / 6.832
- expectation value of S² = 0.7595
- highest occupied orbital energy (alpha / beta) (eV) = -11.24 / -11.19

Geometry as ORCA input:
```
! RIJCOSX wB97M-V def2-TZVPD def2/J DEFGRID3
* xyz 0 2
O 1.1953 1.6124 -0.0321
C 1.1119 0.8847 0.9137
N -0.0804 0.2034 1.1775
C -1.0966 -0.2039 0.1912
O -0.8610 -1.3519 -0.1643
O -1.9868 0.5657 -0.0230
H 1.9415 0.6796 1.5996
H -0.2003 -0.0154 2.1641
H 1.0680 -0.4428 -1.3495
H 0.7357 -1.9017 -1.1761
O 1.2596 -1.2918 -1.7072
*
```

Atomic partial charges in e from the natural (NBO) method, atoms 1 to 6:
1. O -0.484
2. C 0.511
3. N -0.581
4. C 0.857
5. O -0.408
6. O -0.459

***

[7]
Entry from the Open Molecules 2025 dataset: a cluster of 13 separate species, C26H80N10O13 in total (ωB97M-V/def2-TZVPD).

- frontier orbital gap (eV) = 9.022
- highest occupied orbital energy (eV) = -8.90

Geometry as ORCA input:
```
! RIJCOSX wB97M-V def2-TZVPD def2/J DEFGRID3
* xyz 0 1
C -6.8920 -1.0606 0.8917
C -5.6236 -1.6320 1.5816
C -4.5815 -0.5689 1.8522
O -5.0442 0.3093 2.8830
C -4.9109 1.6895 2.5940
N -5.9860 -2.4173 2.7981
H -6.7147 -0.7856 -0.1456
H -7.1848 -0.1695 1.4568
H -7.7742 -1.6981 0.9703
H -5.2012 -2.3798 0.9024
H -4.3902 0.0641 0.9781
H -3.5913 -0.9465 2.1203
H -3.8988 2.0487 2.4119
H -5.4143 2.2432 3.3870
H -5.5580 1.9716 1.7544
H -5.7317 -1.7994 3.5642
H -6.9930 -2.4842 2.7372
C -1.1506 0.3762 1.0003
C 0.2363 -0.0058 1.4508
C 1.1658 -0.0460 0.2322
O 0.7092 -0.8005 -0.8687
C 1.6923 -1.1281 -1.8353
N 0.6581 1.1872 2.2289
H -1.8612 0.6254 1.7944
H -1.5511 -0.5069 0.4952
H -1.2332 1.2630 0.3748
H 0.2227 -0.9375 2.0108
H 2.1204 -0.4592 0.5946
H 1.4223 0.9669 -0.0917
H 2.1352 -2.0906 -1.5447
H 2.5844 -0.4972 -1.7701
H 1.2707 -1.1588 -2.8354
H 0.7703 1.9474 1.5577
H 1.6002 1.1296 2.6172
C 5.1792 -3.7218 -0.2896
C 4.8790 -2.9282 0.9614
O 4.9100 -3.8575 2.0273
H 5.0512 -3.1021 -1.1797
H 4.5287 -4.5959 -0.3538
H 6.2138 -4.0639 -0.2900
H 3.9371 -2.3811 0.8707
H 5.7687 -2.3062 1.1187
H 4.9213 -3.4531 2.8978
C -4.8058 0.0487 -2.1419
C -4.0291 -1.2581 -1.9128
O -2.6307 -0.9083 -1.9819
H -4.5087 0.8301 -1.4454
H -5.8650 -0.1936 -2.0462
H -4.6698 0.4734 -3.1378
H -4.1796 -1.9492 -2.7475
H -4.1742 -1.6370 -0.9006
H -2.2099 -1.7729 -1.8823
C 5.5447 -2.3406 -4.0100
C 4.1206 -2.8663 -4.3049
O 3.4030 -2.0697 -5.2319
H 5.9978 -1.8023 -4.8427
H 6.1582 -3.1314 -3.5856
H 5.5083 -1.5306 -3.2724
H 3.6617 -3.0898 -3.3379
H 4.2966 -3.8139 -4.8252
H 2.5897 -2.5453 -5.4691
C -0.9419 -2.7394 -4.4951
C 0.3161 -3.5990 -4.7094
O 0.9796 -3.2798 -5.9529
H -1.6803 -3.0670 -5.2200
H -0.6776 -1.6870 -4.4914
H -1.1397 -3.0817 -3.4733
H 0.0481 -4.6572 -4.7376
H 1.0214 -3.4665 -3.8881
H 0.6676 -3.8965 -6.6194
C -2.7354 1.1589 5.4223
C -1.3325 1.7403 5.3243
O -0.3789 0.6858 5.1831
H -3.0229 0.6948 4.4771
H -3.4975 1.9258 5.5964
H -2.8735 0.4628 6.2496
H -1.2407 2.3845 6.2046
H -1.2908 2.3980 4.4511
H -0.2294 0.7842 4.2319
C 5.4939 1.5512 -2.6442
C 5.2456 1.4079 -1.1669
O 5.6306 0.1125 -0.6894
H 5.0089 0.7521 -3.2013
H 6.5312 1.7120 -2.9410
H 5.0624 2.5080 -2.9587
H 4.1700 1.4496 -0.9729
H 5.7092 2.2028 -0.5765
H 5.7674 0.2074 0.2577
C 3.0169 3.5081 0.3284
C 1.8518 3.9612 -0.5281
O 0.6545 3.4477 0.0689
H 4.0062 3.7353 -0.0606
H 2.8706 2.4264 0.3925
H 2.9806 3.8828 1.3522
H 1.9463 3.6558 -1.5701
H 1.8195 5.0515 -0.4301
H -0.0397 3.9620 -0.3658
C -2.9166 5.2043 1.9599
O -4.0395 4.8183 1.6486
N -1.7519 4.4649 1.9752
N -2.6990 6.4965 2.3393
H -1.6329 3.5018 1.7223
H -0.9470 5.0212 2.1709
H -3.5143 7.0730 2.4392
H -1.7594 6.8310 2.3296
C -1.7873 -4.0790 -0.3187
O -2.5539 -3.2420 0.1518
N -2.2515 -5.3360 -0.5772
N -0.5307 -3.8319 -0.8007
H -1.6706 -6.0424 -0.9897
H -3.1349 -5.6056 -0.1860
H -0.1963 -2.8849 -0.6884
H -0.0188 -4.6005 -1.1856
C -1.2065 2.1855 -3.0504
O -0.6609 3.2958 -3.0582
N -2.0394 1.8124 -2.0300
N -0.9212 1.2115 -3.9452
H -2.3593 0.8482 -2.0546
H -1.7719 2.2929 -1.1920
H -1.3460 0.3105 -3.8167
H -0.1819 1.4409 -4.5850
C 3.6221 1.8085 4.6128
O 4.1741 0.7118 4.7179
N 4.1031 2.8353 3.8744
N 2.5106 2.1097 5.3337
H 5.0193 2.7133 3.4823
H 3.5933 3.6922 3.8009
H 2.1884 1.3602 5.9224
H 2.0653 3.0046 5.3151
*
```

Atomic partial charges in e from the Löwdin method, atoms 1 to 6:
1. C -0.041
2. C -0.406
3. C -0.195
4. O -0.214
5. C -0.118
6. N 0.049

***

[8]
Entry from the Open Molecules 2025 dataset: a cluster of 7 separate species, C29H43N6O3PS in total (ωB97M-V/def2-TZVPD).

- frontier orbital gap (eV) = 7.938
- SMILES = CS(=O)(=O)PCCCCO.c1cc[nH]c1.c1cc[nH]c1.c1cc[nH]c1.c1cc[nH]c1.c1cc[nH]c1.c1cc[nH]c1
- highest occupied orbital energy (eV) = -7.80

Geometry as ORCA input:
```
! RIJCOSX wB97M-V def2-TZVPD def2/J DEFGRID3
* xyz 0 1
C -0.7053 1.0316 3.6099
S -0.8946 0.0278 2.1562
O -1.7749 -1.0784 2.4671
O 0.4388 -0.2871 1.6815
P -1.6545 1.3029 0.5704
C -3.4673 1.5250 0.9170
C -3.8899 2.0374 2.3040
C -4.3578 0.9727 3.3004
C -5.5328 0.1086 2.8130
O -5.2555 -1.2799 2.8871
H -1.5846 0.9314 4.2355
H -0.5536 2.0679 3.3145
H 0.1886 0.6527 4.1042
H -1.7607 0.1371 -0.2209
H -3.7352 2.2777 0.1709
H -4.0164 0.6231 0.6518
H -4.7198 2.7327 2.1593
H -3.0893 2.6396 2.7436
H -3.5631 0.2854 3.5808
H -4.6549 1.4991 4.2105
H -6.4046 0.2649 3.4468
H -5.8252 0.3976 1.7978
H -4.7625 -1.5613 2.1141
C 4.4683 2.0629 -0.5855
C 3.2918 2.3174 -1.3406
C 2.2655 1.6328 -0.7417
N 2.7743 0.9778 0.3421
C 4.1118 1.2327 0.4456
H 5.4582 2.4418 -0.7770
H 3.2048 2.9282 -2.2239
H 1.2215 1.5614 -0.9951
H 2.2326 0.3930 0.9579
H 4.7002 0.8020 1.2376
C -1.2758 -5.6543 4.2900
C -0.6495 -6.1215 3.1013
C -0.5138 -5.0415 2.2679
N -1.0315 -3.9497 2.9012
C -1.4967 -4.3094 4.1335
H -1.5343 -6.2378 5.1579
H -0.3310 -7.1282 2.8881
H -0.0910 -4.9478 1.2811
H -1.0756 -3.0217 2.5147
H -1.9502 -3.5852 4.7885
C 2.4630 -5.2106 -0.3258
C 3.1105 -5.6408 -1.5161
C 3.2419 -4.5451 -2.3273
N 2.6996 -3.4724 -1.6743
C 2.2224 -3.8685 -0.4550
H 2.2095 -5.8140 0.5302
H 3.4425 -6.6389 -1.7480
H 3.6749 -4.4398 -3.3071
H 2.6608 -2.5358 -2.0319
H 1.7605 -3.1645 0.2171
C 2.1169 3.3819 -6.6083
C 1.7673 4.7439 -6.8214
C 2.0612 5.4226 -5.6686
N 2.5727 4.5248 -4.7731
C 2.6113 3.2789 -5.3358
H 2.0176 2.5648 -7.3032
H 1.3492 5.1767 -7.7153
H 1.9509 6.4626 -5.4145
H 2.8720 4.7470 -3.8413
H 2.9817 2.4302 -4.7864
C 1.7918 0.1544 8.0960
C 0.6751 -0.4103 7.4208
C -0.2976 0.5522 7.3704
N 0.1871 1.6742 7.9871
C 1.4589 1.4387 8.4335
H 2.7291 -0.3301 8.3114
H 0.5954 -1.4084 7.0228
H -1.2912 0.5291 6.9555
H -0.3140 2.5355 8.1013
H 2.0174 2.1996 8.9508
C -1.6372 0.3387 -9.7019
C -1.9730 1.2013 -8.6222
C -0.9065 2.0353 -8.4175
N 0.0575 1.7108 -9.3326
C -0.3784 0.6791 -10.1186
H -2.2500 -0.4405 -10.1233
H -2.8928 1.2079 -8.0616
H -0.7497 2.8273 -7.7048
H 0.9487 2.1637 -9.4168
H 0.2387 0.2771 -10.9036
*
```

Atomic partial charges in e from the Löwdin method, atoms 1 to 6:
1. C -0.162
2. S 0.411
3. O -0.381
4. O -0.410
5. P 0.870
6. C -0.442